No. 1
# C45H63BBaN6O2S3

C45H63BBaN6O2S3 as an isolated structure in a non-equilibrium geometry (ωB97M-V/def2-TZVPD, the Open Molecules 2025 dataset).

CARTESIAN COORDINATES (ANGSTROEM)
Ba 0.42 -0.33 -0.59
C -0.18 3.50 -2.33
C -1.51 3.33 -1.86
C -1.41 2.83 -0.52
C -0.02 2.68 -0.24
C 0.74 3.11 -1.35
C 2.24 3.26 -1.47
C 2.96 2.62 -0.28
C 2.61 4.75 -1.50
C 2.76 2.60 -2.75
C -2.45 2.74 0.61
C -2.83 4.16 1.08
C -1.87 2.03 1.84
C -3.72 1.96 0.25
C -2.71 3.61 -2.77
C -3.48 2.33 -3.13
C -3.69 4.65 -2.20
C -2.23 4.19 -4.11
H 0.09 3.85 -3.31
H 0.39 2.61 0.76
H 2.68 3.10 0.66
H 4.04 2.70 -0.40
H 2.72 1.55 -0.22
H 2.37 5.23 -0.54
H 2.04 5.27 -2.27
H 3.68 4.90 -1.70
H 2.56 1.53 -2.75
H 3.83 2.76 -2.87
H 2.26 3.02 -3.63
H -1.95 4.66 1.48
H -3.59 4.11 1.87
H -3.22 4.77 0.27
H -1.00 2.54 2.24
H -1.60 1.00 1.61
H -2.63 1.99 2.63
H -4.36 2.48 -0.46
H -4.31 1.77 1.15
H -3.46 0.98 -0.18
H -3.87 1.82 -2.25
H -2.84 1.63 -3.66
H -4.33 2.56 -3.78
H -4.22 4.29 -1.33
H -4.43 4.91 -2.96
H -3.15 5.56 -1.93
H -1.58 3.50 -4.65
H -1.67 5.12 -3.96
H -3.09 4.41 -4.74
O 2.49 -1.20 -0.06
S 3.01 -2.63 -0.24
C 2.51 -3.54 1.25
C 3.11 -3.15 2.59
C 2.67 -1.79 3.13
C 1.21 -1.76 3.61
S 0.42 -0.17 3.25
O 0.71 0.02 1.78
C 1.57 0.88 4.10
C 1.53 0.95 5.49
C 2.43 1.78 6.15
C 3.32 2.55 5.41
C 3.32 2.50 4.03
C 2.44 1.66 3.36
C 4.75 -2.52 0.09
C 5.53 -3.68 0.01
C 6.89 -3.59 0.27
C 7.46 -2.36 0.59
C 6.68 -1.22 0.63
C 5.31 -1.29 0.38
H 2.74 -4.58 0.99
H 1.42 -3.46 1.23
H 4.20 -3.16 2.52
H 2.84 -3.94 3.30
H 2.81 -1.05 2.35
H 3.31 -1.51 3.96
H 1.11 -1.92 4.68
H 0.57 -2.48 3.10
H 0.82 0.36 6.06
H 2.41 1.84 7.23
H 4.01 3.21 5.93
H 4.01 3.11 3.46
H 2.42 1.60 2.28
H 5.08 -4.63 -0.25
H 7.50 -4.48 0.23
H 8.52 -2.30 0.79
H 7.13 -0.26 0.87
H 4.68 -0.41 0.41
B 1.54 -2.53 -3.39
N 0.75 -3.39 -2.30
C 0.78 -4.72 -2.18
C 0.00 -5.08 -1.09
C -0.49 -3.87 -0.61
N -0.02 -2.84 -1.34
N 0.65 -1.38 -3.90
C 0.00 -1.29 -5.07
C -0.61 -0.06 -5.15
C -0.27 0.57 -3.94
N 0.49 -0.24 -3.20
H 2.54 -2.06 -2.89
H 1.78 -3.29 -4.30
H 1.35 -5.31 -2.87
H -0.21 -6.07 -0.73
H -1.16 -3.68 0.22
H 0.02 -2.11 -5.77
H -1.20 0.34 -5.95
H -0.50 1.56 -3.57
C -6.80 -2.62 -0.90
C -5.96 -3.05 0.26
C -6.28 -4.03 1.15
C -5.36 -4.29 2.20
N -4.23 -3.64 2.36
C -3.90 -2.66 1.47
S -2.53 -1.73 1.55
N -4.79 -2.41 0.45
C -5.65 -5.38 3.19
H -7.71 -3.20 -0.94
H -6.25 -2.76 -1.83
H -7.05 -1.57 -0.81
H -7.21 -4.58 1.06
H -4.51 -1.67 -0.18
H -6.72 -5.60 3.25
H -5.27 -5.09 4.17
H -5.13 -6.29 2.88

Computed properties:
**Total charge**: 0
**Relative energy (zero: lowest compared OMol25 entry of this formula, charge and spin)**: 173.3 kJ/mol
**Energy**: -3476.52039 a.u.
**E_LUMO**: -0.2 eV

Results of the Löwdin charge analysis, in e, for atoms 1 through 99: 1.9099 -0.0888 -0.1482 -0.1646 -0.1904 -0.2651 -0.5591 -0.0669 -0.0494 -0.0474 -0.5199 -0.0419 -0.0981 -0.0643 -0.5226 -0.0440 -0.0621 -0.0798 0.0944 0.0754 0.0738 0.0881 0.0430 0.0841 0.0799 0.0761 0.0675 0.0790 0.0813 0.0895 0.0814 0.0500 0.0762 0.0038 0.0884 0.0533 0.0797 0.0612 0.0460 0.0649 0.0814 0.0489 0.0779 0.0908 0.0729 0.0869 0.0790 -0.8405 1.0164 -0.2939 -0.2045 -0.2186 -0.2977 0.9901 -0.8224 -0.3815 -0.0816 -0.0742 -0.0741 -0.0546 -0.0588 -0.3815 -0.0805 -0.0716 -0.0748 -0.0595 -0.0558 0.0989 0.0741 0.1073 0.1236 0.0843 0.1233 0.0989 0.0852 0.1136 0.1066 0.1057 0.1108 0.0866 0.1163 0.1074 0.1057 0.1094 0.1063 -0.4367 -0.1148 -0.1096 -0.0739 -0.2083 -0.1277 -0.1065 -0.0923 -0.0603 -0.1615 -0.1508 0.0515 0.0736 0.1176

=====

No. 2
# C5H15NO2

A 3-piece molecular cluster, C5H15NO2 overall in a non-equilibrium geometry (ωB97M-V/def2-TZVPD, the Open Molecules 2025 dataset).

CARTESIAN COORDINATES (ANGSTROEM)
C -0.44 -1.85 1.73
C -0.60 -0.48 1.12
C -0.94 -0.21 -0.15
C -1.28 -1.24 -1.18
N -1.04 1.12 -0.60
C -0.38 1.42 -1.87
H -1.36 -2.20 2.21
H -0.18 -2.59 0.97
H 0.32 -1.83 2.51
H -0.43 0.39 1.74
H -0.47 -1.38 -1.90
H -2.18 -0.96 -1.73
H -1.46 -2.20 -0.72
H -0.72 1.76 0.12
H -0.41 2.49 -2.02
H 0.67 1.10 -1.87
H -0.93 0.95 -2.69
O 1.36 2.41 1.02
H 2.03 2.91 1.53
H 1.78 1.59 0.77
O 2.32 -0.11 0.10
H 2.91 -0.65 0.62
H 1.42 -0.44 0.29

Computed properties:
**Total charge**: 0
**Relative energy (zero: lowest compared OMol25 entry of this formula, charge and spin)**: 77.3 kJ/mol
**Energy**: -404.72564 a.u.
**E_LUMO**: 0.7 eV

Charge distribution, Löwdin scheme, values in e: -0.1075 -0.1578 -0.3845 -0.0376 -0.0482 -0.1052 0.0742 0.0637 0.0680 0.1001 0.0868 0.0882 0.0675 0.0884 0.0812 0.0777 0.0716 -0.0735 0.0629 -0.0283 -0.0546 0.0567 0.0101

=====

No. 3
# C3H5Cl3

A single C3H5Cl3 molecule in a non-equilibrium geometry (ωB97M-V/def2-TZVPD, the Open Molecules 2025 dataset).

CARTESIAN COORDINATES (ANGSTROEM)
C 0.19 -0.20 -1.03
C 0.72 0.76 0.05
Cl 2.11 0.21 0.99
Cl 1.22 2.40 -0.56
C -0.52 1.12 1.10
Cl -2.18 1.10 0.50
H 0.65 -0.03 -1.96
H 0.32 -1.30 -0.92
H -0.92 0.06 -1.02
H -0.26 0.32 1.72
H -0.33 2.14 1.41

Computed properties:
**Total charge**: 0
**Relative energy (zero: lowest compared OMol25 entry of this formula, charge and spin)**: 91.4 kJ/mol
**Energy**: -1497.85428 a.u.
**E_LUMO**: 0.8 eV

Charge distribution, Löwdin scheme, values in e: -0.1652 -1.2197 0.6124 0.5613 -0.6353 0.6107 0.0465 0.0954 0.0260 0.0240 0.0438

=====

No. 4
# C23H31Cl24F5N2O3S2

A 13-piece molecular cluster, C23H31Cl24F5N2O3S2 overall in a non-equilibrium geometry (ωB97M-V/def2-TZVPD, the Open Molecules 2025 dataset).

CARTESIAN COORDINATES (ANGSTROEM)
O -5.31 -3.38 -3.08
S -4.67 -2.95 -1.70
O -5.18 -4.02 -0.67
C -2.77 -3.07 -1.85
C -1.86 -2.37 -0.67
C -0.20 -2.39 -0.66
C 0.53 -1.61 0.58
C 2.30 -1.71 0.33
C 2.91 -0.60 -0.85
O 3.12 -0.48 0.79
C 0.58 -3.15 -1.89
C -0.34 -3.86 -3.10
N 0.15 -4.59 -4.36
S -1.32 -5.03 -5.23
N -2.70 -4.46 -4.30
C -2.01 -3.81 -3.11
C -5.21 -1.20 -1.25
F -6.26 -0.77 -2.25
F -4.10 -0.20 -1.38
C -5.79 -1.06 0.30
F -5.73 0.39 0.66
F -4.98 -1.78 1.31
F -7.21 -1.53 0.28
H -2.42 -1.83 0.22
H 0.39 -2.16 1.62
H 0.31 -0.46 0.63
H 2.81 -2.86 0.37
H 1.77 -0.50 -1.20
H 3.02 0.54 -0.76
H 1.74 -3.21 -1.95
C -5.14 -6.73 -2.73
Cl -6.16 -8.14 -2.99
Cl -3.45 -7.09 -3.10
H -5.48 -5.92 -3.39
H -5.22 -6.41 -1.69
C -8.47 -4.21 -1.63
Cl -10.00 -3.40 -1.99
Cl -7.96 -5.23 -2.98
H -7.70 -3.46 -1.45
H -8.60 -4.83 -0.74
C 1.62 -0.57 -4.79
Cl 0.45 -1.11 -3.58
Cl 2.86 0.47 -4.07
H 2.11 -1.44 -5.23
H 1.10 -0.01 -5.57
C 1.97 3.41 0.99
Cl 0.95 1.99 0.73
Cl 3.66 3.05 0.63
H 1.63 4.22 0.34
H 1.89 3.72 2.04
C 7.68 3.54 2.07
Cl 6.92 2.99 0.57
Cl 6.47 4.08 3.23
H 8.25 2.71 2.50
H 8.35 4.37 1.84
C 7.12 1.00 -4.32
Cl 6.35 0.45 -5.82
Cl 5.91 1.55 -3.16
H 7.68 0.18 -3.89
H 7.79 1.83 -4.55
C 8.02 3.32 7.01
Cl 7.12 4.83 6.85
Cl 9.02 3.02 5.58
H 8.67 3.38 7.89
H 7.32 2.49 7.12
C 2.20 0.28 3.88
Cl 2.84 1.88 4.27
Cl 0.45 0.32 3.68
H 2.66 -0.07 2.95
H 2.45 -0.41 4.69
C 6.24 8.15 6.05
Cl 7.27 9.04 7.19
Cl 4.60 8.81 6.04
H 6.67 8.24 5.05
H 6.21 7.10 6.35
C 5.87 6.62 9.60
Cl 4.54 7.74 9.92
Cl 5.93 5.35 10.83
H 5.72 6.16 8.62
H 6.81 7.18 9.61
C -7.74 -2.93 -5.96
Cl -7.26 -4.08 -7.22
Cl -7.99 -1.32 -6.64
H -8.67 -3.27 -5.50
H -6.95 -2.88 -5.21
C -9.15 0.71 -3.35
Cl -8.52 2.31 -2.96
Cl -10.91 0.75 -3.55
H -8.69 0.36 -4.28
H -8.90 0.02 -2.54

Computed properties:
**Total charge**: 0
**Energy**: -13569.69931 a.u.
**E_LUMO**: -2.6 eV

Charge distribution, Löwdin scheme, values in e: -0.3922 0.8734 -0.3595 -0.1487 0.0520 -0.1424 -0.1189 -0.1348 -0.0987 -0.2660 -0.0391 -0.2560 -0.2716 0.8854 -0.2791 -0.2209 -0.2193 0.0005 0.0011 -0.1559 0.0409 0.0439 0.0401 0.1135 0.1212 0.0507 0.1760 0.0156 0.0799 0.1100 -1.0740 0.5001 0.5278 -0.0317 0.0154 -0.9999 0.5204 0.5830 -0.0136 0.0416 -0.9489 0.6525 0.5185 0.0393 0.0342 -0.9834 0.5519 0.5045 0.0338 0.0129 -1.0240 0.4859 0.4787 0.0150 0.0327 -1.0205 0.4938 0.4784 0.0303 0.0292 -0.9858 0.5618 0.5139 0.0361 0.0367 -1.0041 0.5223 0.5008 -0.0022 0.0318 -1.0362 0.5163 0.5078 0.0332 -0.0605 -1.0795 0.5027 0.5030 -0.0432 0.0130 -1.0445 0.5055 0.5143 0.0172 0.0043 -1.0510 0.5023 0.5013 -0.0108 0.0090

=====

No. 5
# C12H21N2O9PS2

A 2-piece molecular cluster, C12H21N2O9PS2 overall in a non-equilibrium geometry (ωB97M-V/def2-TZVPD, the Open Molecules 2025 dataset).

CARTESIAN COORDINATES (ANGSTROEM)
O -1.67 -0.17 -0.45
C -0.59 -0.71 -0.23
O 0.06 -0.45 0.88
C 0.09 -1.73 -1.18
C -0.02 -3.18 -0.83
C -0.79 -3.68 0.43
C 0.12 -4.23 1.59
C 1.42 -3.39 1.87
S 1.25 -2.21 3.27
O -0.12 -1.96 3.69
O 1.99 -2.80 4.40
O 2.07 -0.82 2.92
C 0.67 -4.13 -1.72
C 1.41 -3.50 -2.88
S 2.32 -4.62 -3.98
N 1.47 -2.19 -3.14
N 0.83 -1.41 -2.29
P 0.96 0.35 -2.63
O 1.67 0.53 -3.92
O 1.89 1.00 -1.43
O -0.52 1.05 -2.77
H -1.53 -2.91 0.78
H -1.43 -4.55 0.08
H -0.49 -4.21 2.54
H 0.40 -5.30 1.36
H 2.23 -4.11 2.18
H 1.83 -2.83 1.00
H 2.15 -0.71 1.95
H 0.66 -5.23 -1.56
H 3.01 -5.47 -3.13
H 1.34 1.37 -0.71
H -0.52 1.86 -2.21
C -2.62 3.34 -0.19
C -1.15 3.44 0.18
O -0.50 4.58 -0.37
C -1.01 5.84 0.01
C -0.97 6.10 1.50
H -2.74 3.32 -1.28
H -3.06 2.43 0.23
H -3.20 4.19 0.18
H -0.63 2.56 -0.21
H -1.02 3.42 1.27
H -2.03 5.97 -0.38
H -0.39 6.59 -0.50
H -1.58 5.39 2.06
H -1.33 7.11 1.73
H 0.06 6.01 1.87

Computed properties:
**Total charge**: 0
**Energy**: -2394.18947 a.u.
**E_LUMO**: -2.4 eV

Charge distribution, Löwdin scheme, values in e: 0.0496 -0.6655 -0.0419 0.0057 -0.0729 -0.1289 -0.1832 -0.2170 0.6576 -0.2945 -0.3310 -0.1741 0.0607 -0.5653 0.7757 0.0764 -0.0848 0.5853 -0.2486 -0.0991 -0.0922 0.1374 0.1318 0.1267 0.1202 0.1149 0.0924 0.0638 0.1245 -0.1038 0.0790 0.0779 -0.0669 -0.2725 -0.1659 -0.2793 -0.0786 0.0833 0.0818 0.0686 0.0823 0.1169 0.1067 0.1188 0.0670 0.0781 0.0828

=====

No. 6
# C6H5ClO5

An isolated ion of composition C6H5ClO5 and charge -2 in a non-equilibrium geometry (ωB97M-V/def2-TZVPD, the Open Molecules 2025 dataset).

CARTESIAN COORDINATES (ANGSTROEM)
C 1.08 -1.57 1.54
C 1.04 2.55 1.93
C 0.14 -0.27 -0.38
C -1.26 0.40 0.13
C 1.07 -0.21 0.79
C -0.09 1.56 1.73
O 0.09 -2.29 1.31
O 1.40 2.84 3.08
O 2.12 -1.85 2.18
O 1.50 2.96 0.85
O -0.99 1.56 0.78
Cl -0.82 0.86 3.23
H -0.07 -1.29 -0.50
H 0.55 0.20 -1.26
H -2.01 0.39 -0.72
H -1.63 -0.29 0.85
H 1.95 0.39 0.87

Computed properties:
**Total charge**: -2
**Relative energy (zero: lowest compared OMol25 entry of this formula, charge and spin)**: 3.3 kJ/mol
**Energy**: -1067.97032 a.u.
**E_LUMO**: 6.1 eV

Charge distribution, Löwdin scheme, values in e: -0.7583 -0.7931 -0.1508 -0.2045 -0.0106 -0.5790 -0.1028 -0.0848 -0.1022 -0.0747 -0.1463 0.5792 0.0661 0.0889 0.1191 0.0721 0.0817

=====

Record-wise Kohn-Sham gap values, in Eh: 0.1946; 0.3137; 0.4199; 0.2383; 0.2707; 0.2428